# 1
{"formula": "C45H42BN2O3P2PbSi", "method": "ωB97M-V/def2-TZVPD", "e_homo_ev": -10.90, "energy_ev": -88844.4917, "lumo_ha": -0.1155, "total_charge": 1, "relative_energy_kcal_mol": 34.30, "elements": ["Pb", "C", "N", "P", "C", "C", "C", "C", "C", "C", "C", "C", "C", "C", "C", "C", "P", "C", "C", "C", "C", "C", "C", "C", "C", "C", "C", "C", "C", "H", "H", "H", "H", "H", "H", "H", "H", "H", "H", "H", "H", "H", "H", "H", "H", "H", "H", "H", "H", "H", "H", "H", "O", "C", "C", "C", "C", "C", "C", "C", "O", "O", "H", "H", "H", "H", "H", "C", "C", "C", "C", "C", "C", "Si", "C", "C", "C", "C", "C", "C", "H", "H", "H", "H", "H", "H", "H", "H", "H", "H", "H", "B", "C", "N", "H", "H", "H"], "coordinates": [[0.8856, -0.5484, 0.1286], [-3.5331, 0.3448, -1.5313], [-2.1440, 0.1444, -1.0804], [-1.6022, -1.4348, -0.7930], [-2.7931, -2.2804, 0.2555], [-2.5342, -2.3604, 1.6253], [-3.4602, -2.9413, 2.4786], [-4.6442, -3.4513, 1.9625], [-4.9013, -3.3897, 0.5982], [-3.9779, -2.8099, -0.2584], [-1.6442, -2.2782, -2.3746], [-1.5157, -1.5562, -3.5591], [-1.4063, -2.2280, -4.7678], [-1.4166, -3.6148, -4.7921], [-1.5357, -4.3385, -3.6110], [-1.6443, -3.6750, -2.4006], [-1.1071, 1.3424, -0.4562], [-2.1010, 2.3290, 0.7556], [-3.0880, 1.4651, 1.6177], [-4.5474, 1.7781, 1.4803], [-4.9742, 2.8709, 0.8559], [-4.0301, 3.7951, 0.2087], [-2.7250, 3.5427, 0.1268], [-0.5933, 2.4211, -1.8054], [-1.4590, 2.8460, -2.8169], [-0.9901, 3.6443, -3.8469], [0.3405, 4.0367, -3.8728], [1.2083, 3.6196, -2.8746], [0.7458, 2.8133, -1.8470], [-4.2379, -0.0114, -0.7810], [-3.7013, -0.1969, -2.4631], [-3.7303, 1.3974, -1.7009], [-1.6068, -1.9679, 2.0321], [-3.2547, -3.0046, 3.5392], [-5.3656, -3.9121, 2.6253], [-5.8210, -3.7980, 0.2001], [-4.1737, -2.7724, -1.3232], [-1.4816, -0.4729, -3.5424], [-1.2911, -1.6619, -5.6822], [-1.3236, -4.1374, -5.7350], [-1.5455, -5.4200, -3.6353], [-1.7449, -4.2420, -1.4818], [-2.9299, 0.3929, 1.5005], [-5.2478, 1.0959, 1.9518], [-6.0312, 3.1007, 0.8115], [-4.4209, 4.7109, -0.2183], [-2.0518, 4.2462, -0.3495], [-2.4967, 2.5460, -2.8230], [-1.6638, 3.9519, -4.6360], [0.7051, 4.6557, -4.6821], [2.2506, 3.9006, -2.9071], [1.4475, 2.4648, -1.0939], [0.9122, 2.7349, 1.3613], [0.0645, 2.1227, 2.2051], [-1.3143, 2.6870, 2.0716], [-2.4130, 1.9887, 2.9195], [-1.9508, 0.9528, 3.8912], [-0.6782, 0.5861, 3.9687], [0.3674, 1.1446, 3.0894], [1.7585, 0.7315, 3.3885], [2.1254, 0.3124, 4.4495], [2.5903, 0.7958, 2.3113], [1.7761, 2.2802, 1.4000], [-1.2533, 3.7682, 2.1991], [-3.0568, 2.7107, 3.4236], [-2.6888, 0.5258, 4.5612], [-0.3461, -0.1327, 4.7074], [5.1587, 0.0535, -2.1609], [5.0154, -1.1028, -1.4077], [4.7684, -1.0174, -0.0433], [4.6367, 0.2247, 0.5848], [4.7867, 1.3808, -0.1907], [5.0510, 1.2978, -1.5502], [4.2668, 0.3661, 2.3903], [4.5346, -1.1961, 3.3259], [3.7325, -2.3203, 3.1100], [3.9386, -3.4929, 3.8209], [4.9582, -3.5574, 4.7629], [5.7616, -2.4509, 4.9915], [5.5464, -1.2772, 4.2818], [5.3618, -0.0127, -3.2215], [5.1142, -2.0721, -1.8800], [4.7016, -1.9295, 0.5399], [4.7262, 2.3599, 0.2764], [5.1908, 2.2006, -2.1328], [4.9508, 1.5180, 3.0090], [2.9302, -2.2840, 2.3821], [3.3093, -4.3557, 3.6427], [5.1233, -4.4702, 5.3210], [6.5516, -2.4984, 5.7295], [6.1746, -0.4160, 4.4812], [1.5312, 0.2667, -4.6943], [1.3324, -0.1200, -3.1952], [1.1588, -0.3495, -2.0712], [0.4151, 0.5047, -5.1222], [2.0547, -0.6709, -5.2542], [2.2297, 1.2603, -4.6843]], "forces_ev_per_a": [[-0.0022, -0.1402, 0.3185], [0.0838, 0.0397, -0.0535], [-0.3190, 0.0758, 0.1789], [0.2213, 0.0353, -0.1532], [-0.0162, -0.0069, 0.1135], [-0.0297, 0.0337, -0.0317], [-0.0129, -0.0139, -0.0177], [0.0206, -0.0157, 0.0148], [0.0152, 0.0088, -0.0330], [-0.0714, 0.0200, 0.0952], [0.0181, -0.0563, -0.0481], [-0.0007, -0.0281, -0.0167], [0.0028, 0.0247, 0.0366], [0.0075, -0.0222, 0.0001], [-0.0070, 0.0209, -0.0195], [-0.0601, 0.0187, -0.0393], [0.0374, -0.3224, -0.3952], [-0.0085, -0.0838, 0.0392], [-0.1920, 0.1797, -0.0516], [0.0805, -0.1226, 0.0028], [0.0499, 0.1079, -0.0935], [-0.1132, -0.0775, 0.0098], [0.0634, 0.0185, 0.1311], [0.0085, 0.1343, -0.0292], [0.0556, -0.0840, 0.0003], [0.0101, -0.0058, 0.0015], [0.0252, 0.0090, 0.0126], [-0.0804, -0.0071, 0.0137], [0.0187, -0.0357, -0.0069], [-0.0288, -0.0255, 0.0672], [0.0036, 0.0216, -0.0068], [-0.0113, 0.1014, 0.0400], [-0.0198, 0.0234, -0.0093], [-0.0017, 0.0022, -0.0126], [0.0097, 0.0164, -0.0138], [0.0095, 0.0012, 0.0102], [0.0002, -0.0032, 0.0131], [0.0216, -0.0129, -0.0046], [0.0051, -0.0090, 0.0068], [-0.0069, 0.0054, 0.0054], [0.0133, 0.0036, 0.0024], [0.0274, 0.0064, -0.0172], [0.1027, -0.0970, 0.0002], [0.0250, 0.0237, -0.0250], [0.0225, -0.0015, -0.0164], [0.0047, -0.0325, -0.0022], [-0.0165, -0.0135, -0.0148], [-0.0201, 0.0214, 0.0244], [0.0115, 0.0059, 0.0228], [0.0016, -0.0243, 0.0085], [0.0480, 0.0173, -0.0074], [-0.1131, 0.0643, -0.0820], [0.3179, -0.2035, -0.0224], [-0.2259, -0.0422, 0.1149], [-0.0691, -0.1458, 0.1094], [0.0404, -0.0162, -0.0557], [-0.0499, 0.1017, 0.0462], [0.0619, 0.0053, 0.0582], [0.0095, 0.1917, 0.0511], [-0.0178, -0.3213, -0.1005], [-0.0484, 0.1100, 0.0780], [-0.0121, 0.3262, 0.0376], [-0.0006, 0.1616, 0.1491], [0.0826, 0.0318, 0.0659], [0.0134, 0.0333, -0.0664], [0.0309, -0.0056, -0.0232], [0.0145, -0.0068, -0.0474], [-0.0418, 0.0432, 0.0174], [0.0031, -0.0004, -0.0022], [-0.0261, -0.0152, -0.0386], [0.0628, 0.0403, -0.1187], [-0.0225, -0.0160, -0.0423], [-0.0206, 0.0016, -0.0330], [0.0224, 0.1095, 0.0807], [-0.1135, -0.1215, 0.0622], [0.1070, -0.0886, 0.0909], [0.0044, 0.0563, -0.0377], [-0.0080, 0.0126, -0.0134], [-0.0128, 0.0054, 0.0038], [0.0526, 0.0107, -0.0199], [-0.0148, 0.0064, -0.0039], [0.0008, 0.0178, 0.0062], [-0.0091, 0.0145, 0.0067], [0.0029, -0.0117, -0.0016], [-0.0330, -0.0367, 0.0115], [-0.0215, -0.0458, -0.0064], [-0.0817, 0.0053, -0.0730], [0.0035, 0.0148, 0.0063], [-0.0058, 0.0137, -0.0144], [-0.0030, 0.0049, -0.0081], [-0.0115, -0.0082, 0.0042], [-0.0269, 0.0124, -0.1012], [0.0706, 0.1237, -0.0398], [0.0809, -0.1122, -0.2193], [0.0796, -0.0214, 0.0533], [-0.0484, 0.0557, 0.0568], [-0.0305, -0.0909, 0.0102]], "mulliken_charge": [1.620, -1.308, 0.893, 0.440, 0.787, -0.584, -0.585, -0.629, -0.767, -0.362, 0.829, -0.705, -0.773, -0.651, -0.684, -0.872, -0.902, 2.937, 1.050, -1.227, -0.709, -0.772, -0.954, 1.022, -0.386, -0.810, -0.802, -0.523, -0.300, 0.317, 0.392, 0.507, 0.207, 0.485, 0.430, 0.434, 0.493, 0.457, 0.454, 0.406, 0.428, 0.471, -1.041, 0.545, 0.491, 0.455, 0.631, 0.310, 0.458, 0.407, 0.425, 0.057, -0.603, -0.185, -0.122, -0.171, -0.825, -1.269, 0.503, 0.262, -0.616, 0.104, 0.442, 0.451, 0.469, 0.485, 0.560, -0.454, -0.687, -0.123, 0.509, -0.476, -0.644, -0.347, 0.441, 0.260, -0.924, -0.444, -0.620, -0.648, 0.435, 0.429, 0.411, 0.453, 0.432, -0.167, 0.398, 0.424, 0.397, 0.404, 0.368, 0.358, -0.111, -0.682, -0.104, -0.142, -0.127]}



# 2
{"formula": "C3H3N3O2", "method": "ωB97M-V/def2-TZVPD", "smiles": "O=c1nccnn1O", "e_homo_ev": -9.60, "energy_ev": -11722.0424, "lumo_ha": -0.0223, "relative_energy_kcal_mol": 90.27, "elements": ["C", "C", "C", "H", "H", "H", "N", "N", "N", "O", "O"], "coordinates": [[-0.3862, 0.8860, 1.2356], [-0.8558, -0.4135, 1.2382], [-0.0301, -0.8652, -0.8244], [1.4512, -0.1456, -2.2251], [-0.6812, 1.6261, 2.0039], [-1.3783, -0.5963, 2.1923], [0.5552, 0.4102, -0.6762], [0.3871, 1.2963, 0.1928], [-0.8152, -1.3033, 0.2942], [1.5718, 0.5915, -1.6034], [0.1816, -1.4863, -1.8280]], "forces_ev_per_a": [[1.2240, 2.0542, -1.6758], [-1.5449, -0.0684, 1.6973], [-1.8843, -0.8439, 2.4233], [-0.3587, -0.3594, -0.0522], [0.5837, -0.6013, -0.6877], [0.0037, -0.8001, -0.6006], [1.2046, -1.7059, -1.9964], [-1.0345, 0.4109, 2.6405], [1.7174, 0.9760, -1.6562], [-0.1839, 1.3559, 0.5945], [0.2729, -0.4179, -0.6867]], "mulliken_charge": [-0.143, 0.085, 0.425, 0.419, 0.363, 0.317, 0.839, -0.759, -0.482, -0.479, -0.587]}



# 3
{"formula": "H28O14", "method": "ωB97M-V/def2-TZVPD", "e_homo_ev": -10.40, "energy_ev": -29114.3046, "lumo_ha": -0.0248, "relative_energy_kcal_mol": 169.43, "elements": ["O", "H", "H", "O", "H", "H", "O", "H", "H", "O", "H", "H", "O", "H", "H", "O", "H", "H", "O", "H", "H", "O", "H", "H", "O", "H", "H", "O", "H", "H", "O", "H", "H", "O", "H", "H", "O", "H", "H", "O", "H", "H"], "coordinates": [[1.8061, -2.1313, 1.5768], [1.6240, -2.7796, 0.8850], [2.0169, -2.5554, 2.4309], [1.1808, -1.9771, -1.5186], [1.8348, -2.7494, -1.5235], [1.1064, -1.7480, -2.3388], [-3.3148, 0.9685, 0.1943], [-2.8953, 0.2023, 0.2123], [-4.2428, 0.7270, 0.4063], [-0.1858, 3.3656, 0.0816], [0.3809, 2.7228, 0.4335], [-1.1816, 2.8926, 0.5027], [2.9447, 0.0228, -0.7763], [2.6952, 0.2405, -1.7289], [2.5173, -0.9186, -0.9099], [-1.7174, 1.8015, 2.9900], [-1.0731, 1.1546, 2.9470], [-2.1342, 1.9072, 2.1727], [-0.4164, -0.2114, -0.4858], [-0.4116, -0.0367, 0.3763], [0.1162, -0.7862, -0.7711], [1.6803, 2.0077, 0.6878], [2.3180, 2.6551, 0.8090], [2.1001, 1.4307, 0.0742], [-1.8803, -1.6943, -2.8495], [-2.1928, -0.9232, -2.6870], [-2.3860, -2.2502, -2.2383], [1.9821, 1.1107, -2.4803], [1.9372, 0.5277, -3.3575], [0.9848, 1.3615, -2.2658], [-0.7932, 1.7035, -1.7484], [-0.8264, 1.0339, -1.1060], [-0.5975, 2.5058, -1.2507], [-2.1049, -2.4826, -0.5130], [-2.1499, -2.5153, 0.5050], [-1.4176, -1.7487, -0.7918], [-0.9661, -0.7602, 2.3029], [-1.7764, -1.1096, 2.3647], [-0.6169, -1.5617, 1.9901], [2.2075, 0.2325, 2.8518], [1.7407, -0.4844, 2.3762], [2.1067, 0.8492, 2.1700]], "forces_ev_per_a": [[-0.3253, -0.2359, 0.1745], [0.1274, -0.1616, 0.5923], [-0.0573, -0.1003, -0.8608], [2.4283, -4.5861, 7.4952], [-1.5045, 1.5002, -0.0217], [-1.0194, 2.1451, -8.0630], [-3.9613, 5.0474, 0.3456], [3.2219, -5.5407, -0.0868], [0.8193, 0.4962, -0.2110], [-7.6300, 0.3609, 1.3144], [2.0263, -1.4909, 0.8636], [4.3210, 2.7133, -1.8777], [-0.3382, -4.2387, -0.0622], [0.6855, 0.9736, 1.6837], [1.3661, 2.5892, 1.6022], [-1.1871, 2.2315, 2.4316], [1.9778, -1.9993, -0.3749], [-0.9624, -0.0992, -1.9737], [-7.2935, 4.6595, -0.9903], [0.5745, 0.5683, 5.8108], [7.2486, -6.9142, -2.8970], [-1.0778, -1.4384, 1.0228], [1.7896, 2.2851, 0.6545], [0.7568, -1.8949, -1.3765], [3.0365, -7.9077, -1.7245], [-3.1263, 8.5063, 1.2516], [0.1226, -0.2928, -0.4856], [-3.3383, -0.2280, -5.0391], [-0.1835, 2.3816, 2.4342], [1.5537, -0.5054, -0.4583], [0.1340, 1.9180, -3.2946], [-0.1763, -1.1395, 0.6918], [0.0975, 0.7235, 0.0122], [1.3629, 1.2857, 2.3458], [0.1817, 0.1378, -2.6082], [-1.8934, -1.8567, 1.2649], [3.4849, 2.1686, -0.3287], [-5.9048, -0.7797, 1.1353], [2.5847, -1.5952, -0.7440], [-0.5729, -2.1401, 1.0142], [0.5309, 0.1096, 0.7673], [0.1196, 2.3436, -1.4302]], "mulliken_charge": [-0.589, 0.247, 0.277, -0.623, 0.285, 0.142, -0.490, 0.309, 0.269, -0.851, 0.487, 0.348, -0.843, 0.388, 0.340, -0.639, 0.370, 0.277, -0.179, 0.226, 0.239, -0.698, 0.271, 0.370, -0.653, 0.277, 0.355, -0.660, 0.355, 0.423, -0.908, 0.228, 0.543, -0.734, 0.243, 0.497, -0.420, 0.245, 0.217, -0.682, 0.305, 0.435]}